C18H30NO4P2Yb as an isolated structure at a distorted geometry, computed with wB97M-V/def2-TZVPD.

```
56
Properties=species:S:1:pos:R:3
C -0.95761 1.06843 -4.48278
C -0.98630 0.57732 -3.17765
N -0.11203 1.02072 -2.23439
C 0.68009 2.07695 -2.52235
C 0.69149 2.64664 -3.79627
C -0.12377 2.13256 -4.79636
C -1.94284 -0.53803 -2.84416
P -2.64903 -0.53006 -1.14009
Yb 0.14271 -0.78638 -0.40001
P 2.16138 1.90599 -0.01079
C 1.50541 2.79907 -1.43576
O -0.53153 -2.79186 -2.96997
O -0.10184 -2.88723 -0.65136
H -1.64761 0.63699 -5.20336
H 1.36461 3.49322 -3.96710
H -0.08456 2.53302 -5.80301
C -4.16082 0.47669 -1.32583
C -3.32574 -2.23375 -1.07649
H 2.38670 3.23265 -1.94178
H 0.92236 3.64280 -1.00869
H -1.33210 -1.59898 -2.99512
H -2.81413 -0.50868 -3.52472
C 2.58067 3.02695 1.32470
C 3.58791 0.93675 -0.50691
H 2.16961 -1.75731 -0.99697
H 0.47768 -3.35973 0.00802
H -0.07318 -2.99778 -1.94612
H -0.01369 -3.00191 -3.75887
H 1.18271 1.02105 0.47954
H 2.58819 -1.14547 -0.97540
H -4.88366 -0.03613 -1.97865
H -4.56928 0.60721 -0.30919
H -3.87983 1.45787 -1.73753
H -4.13427 -2.34681 -1.81292
H -2.53223 -2.97845 -1.23587
H -3.72714 -2.38040 -0.06254
H 4.48067 1.56828 -0.59343
H 3.77318 0.16006 0.24711
H 3.40530 0.46104 -1.47898
H 3.53135 3.54504 1.12396
H 1.77404 3.76394 1.45161
H 2.66996 2.44690 2.25466
O 0.89722 -2.44934 2.06999
C 0.34302 -1.42184 2.50862
O -0.19006 -0.48663 1.78089
C 0.23125 -1.20661 3.97139
C -0.54829 -0.16739 4.49818
C -0.63376 0.00636 5.88477
C 0.06768 -0.84269 6.76744
C 0.83807 -1.88551 6.21794
C 0.93617 -2.05941 4.83135
H -1.10122 0.49459 3.82492
H -1.24885 0.80291 6.30201
H 0.00700 -0.70422 7.86173
H 1.38108 -2.56269 6.88401
H 1.52785 -2.87671 4.40858
```

Calculated values
⟨S²⟩: 0.764
E_LUMO (alpha / beta) in Eh: -0.0067 / -0.0085
ΔE to the lowest compared entry with this formula, charge and spin in kcal per mole: 35.0
Electronic energy in eV: -78938.100
Multiplicity: 2
Frontier orbital gap (alpha / beta) in eV: 3.561 / 6.399

Need the natural (NBO) charges? In units of e they are:
1 C -0.3087
2 C 0.2397
3 N -0.7188
4 C 0.0670
5 C -0.2245
6 C -0.3186
7 C -0.8554
8 P 0.8138
9 Yb 1.2491
10 P 1.3351
11 C -0.7562
12 O -1.0338
13 O -1.1633
14 H 0.2064
15 H 0.1910
16 H 0.2029
17 C -0.9269
18 C -0.9325
19 H 0.2625
20 H 0.2389
21 H 0.3696
22 H 0.2265
23 C -0.9613
24 C -0.9821
25 H 0.0555
26 H 0.5066
27 H 0.5171
28 H 0.4756
29 H 0.0023
30 H -0.0151
31 H 0.2232
32 H 0.2305
33 H 0.2412
34 H 0.2134
35 H 0.2748
36 H 0.2268
37 H 0.2703
38 H 0.2705
39 H 0.2799
40 H 0.2651
41 H 0.2756
42 H 0.2777
43 O -0.6879
44 C 0.7699
45 O -0.8393
46 C -0.1657
47 C -0.1726
48 C -0.2280
49 C -0.2052
50 C -0.2256
51 C -0.1653
52 H 0.2337
53 H 0.2103
54 H 0.2156
55 H 0.2113
56 H 0.2374

C18H30NO5P2Zr as an isolated structure at a distorted geometry, computed with wB97M-V/def2-TZVPD.

```
57
Properties=species:S:1:pos:R:3
C -1.54825 3.10857 -3.11370
C -1.39020 2.24398 -2.02422
N -0.15947 1.86202 -1.61782
C 0.90483 2.06897 -2.42462
C 0.79062 2.87585 -3.55343
C -0.43634 3.45018 -3.88083
C -2.61493 1.65922 -1.38589
P -2.51797 0.87593 0.28373
Zr 0.10937 0.58628 0.43396
P 2.25869 0.03118 -0.99460
C 2.28584 1.49686 -2.08679
O -3.26077 -0.48778 -3.17205
O -0.43678 -1.13380 -3.36220
H -2.52985 3.49118 -3.37075
H 1.70130 3.04039 -4.13625
H -0.51276 4.08805 -4.75966
C -2.98511 2.26734 1.34969
C -3.97539 -0.19585 0.27931
H 2.78716 1.19599 -3.02452
H 2.88642 2.28793 -1.59912
H -2.89690 0.81956 -2.00768
H -3.46998 2.33213 -1.49186
C 3.82071 0.20914 -0.07863
C 2.60804 -1.29175 -2.18277
H -0.60005 -1.09654 -2.42662
H -0.76270 -2.03111 -3.54910
H -2.29471 -0.48514 -3.29468
H -3.52349 0.24656 -3.76329
H 1.30892 1.79222 0.83898
H -0.04244 -0.64568 -0.75993
H -4.05454 2.48047 1.19615
H -2.79013 1.94743 2.38417
H -2.35535 3.14262 1.13363
H -4.87564 0.40902 0.46515
H -4.05428 -0.72944 -0.67732
H -3.81848 -0.92302 1.08929
H 3.56373 -1.08990 -2.69067
H 2.65236 -2.23709 -1.62424
H 1.77011 -1.34917 -2.89285
H 4.68489 0.17717 -0.76129
H 3.79368 1.15329 0.48411
H 3.88129 -0.61426 0.65023
O 1.14421 -3.96417 2.31825
C 1.16344 -3.32856 3.50411
C 1.56980 -4.04301 4.63709
C 1.62524 -3.40150 5.87496
C 1.27380 -2.04955 6.00261
C 0.88149 -1.32396 4.89272
C 0.80233 -1.95859 3.65977
C 0.45136 -1.19027 2.48852
O 0.15912 0.07029 2.58415
O 0.46648 -1.70997 1.31192
H 0.85929 -3.26581 1.66183
H 1.83463 -5.08901 4.53227
H 1.92822 -3.96506 6.75894
H 1.32160 -1.54769 6.96928
H 0.61751 -0.26212 4.92257
```

Calculated values
E_LUMO in Eh: -0.1229
ΔE to the lowest compared entry with this formula, charge and spin in kcal per mole: 0.0
Charge: +1
Electronic energy in eV: -50734.542
Multiplicity: 1
Frontier orbital gap in eV: 7.418

Need the natural (NBO) charges? In units of e they are:
1 C -0.2574
2 C 0.2673
3 N -0.5618
4 C 0.2765
5 C -0.2427
6 C -0.1105
7 C -0.7822
8 P 0.8358
9 Zr 1.5667
10 P 0.9829
11 C -0.7666
12 O -0.9388
13 O -0.9526
14 H 0.2347
15 H 0.2377
16 H 0.2417
17 C -0.9320
18 C -0.9202
19 H 0.2556
20 H 0.2759
21 H 0.3071
22 H 0.2513
23 C -0.9470
24 C -0.9620
25 H 0.4870
26 H 0.4866
27 H 0.4875
28 H 0.4754
29 H -0.3844
30 H -0.3641
31 H 0.2517
32 H 0.2568
33 H 0.2535
34 H 0.2509
35 H 0.2799
36 H 0.2609
37 H 0.2414
38 H 0.2559
39 H 0.2750
40 H 0.2392
41 H 0.2601
42 H 0.2540
43 O -0.6552
44 C 0.3834
45 C -0.2710
46 C -0.1344
47 C -0.2598
48 C -0.1247
49 C -0.2994
50 C 0.8034
51 O -0.7630
52 O -0.7433
53 H 0.5095
54 H 0.2350
55 H 0.2276
56 H 0.2262
57 H 0.2391

A 4-piece molecular cluster, C18H30NO6 overall at a distorted geometry, computed with wB97M-V/def2-TZVPD.

```
55
Properties=species:S:1:pos:R:3
C 5.52362 -1.26128 0.99739
C 5.04541 -0.13674 0.07703
C 3.51671 -0.09072 -0.16581
C 2.82575 0.96451 0.74828
C 2.04714 0.16032 1.67876
N 1.96788 -1.05996 1.35266
C 2.72924 -1.36130 0.13197
H 4.85731 -1.43732 1.83679
H 6.48446 -0.98114 1.40799
H 5.67212 -2.17594 0.43923
H 5.34621 0.79832 0.52862
H 5.54881 -0.19465 -0.87761
H 3.37314 0.07072 -1.22660
H 3.47561 1.65989 1.25987
H 2.10093 1.51598 0.14436
H 1.56042 0.53455 2.56343
H 1.42219 -1.72302 1.90083
H 2.06620 -1.66370 -0.66869
H 3.32122 -2.25793 0.31047
O -0.97075 -2.63179 3.28798
C -1.27621 -3.22355 2.28849
O -0.95562 -4.51537 2.07188
C -1.34587 -4.90947 0.74016
C -2.43153 -3.92192 0.33597
C -2.00212 -2.65971 1.08006
H -0.46598 -4.85222 0.09391
H -1.69387 -5.93817 0.76599
H -2.51971 -3.79909 -0.74148
H -3.39839 -4.25467 0.71334
H -1.29850 -2.05837 0.49596
H -2.84931 -2.05654 1.38351
O -0.29991 2.51063 -0.69868
C 0.28038 3.52880 -0.96579
O 0.70169 3.82961 -2.20734
C 1.46756 5.05293 -2.19483
C 1.02141 5.78463 -0.93718
C 0.69267 4.62428 0.00058
H 2.52796 4.79358 -2.17405
H 1.26016 5.60683 -3.10586
H 1.77121 6.47214 -0.55275
H 0.11625 6.35599 -1.14334
H 1.56961 4.28705 0.55750
H -0.11677 4.85448 0.68722
O -5.91948 -2.68808 -0.41821
C -5.42594 -1.61538 -0.59520
O -4.58881 -1.04057 0.31224
C -4.22547 0.28515 -0.12159
C -4.45106 0.28928 -1.62729
C -5.61830 -0.68610 -1.77631
H -4.86346 1.00243 0.39746
H -3.18883 0.47540 0.15001
H -4.64388 1.28213 -2.02718
H -3.57120 -0.11122 -2.13376
H -6.58470 -0.19163 -1.67192
H -5.58761 -1.24206 -2.70845
```

Calculated values
E_LUMO in Eh: -0.1407
ΔE to the lowest compared entry with this formula, charge and spin in kcal per mole: 0.0
Charge: +1
Electronic energy in eV: -32922.041
Multiplicity: 1
Frontier orbital gap in eV: 8.365

Need the natural (NBO) charges? In units of e they are:
1 C -0.6201
2 C -0.3936
3 C -0.2296
4 C -0.4924
5 C 0.3068
6 N -0.4017
7 C -0.2420
8 H 0.1926
9 H 0.2377
10 H 0.2177
11 H 0.2079
12 H 0.2260
13 H 0.2447
14 H 0.2608
15 H 0.2885
16 H 0.2487
17 H 0.4624
18 H 0.2365
19 H 0.2413
20 O -0.5923
21 C 0.7876
22 O -0.4841
23 C -0.0700
24 C -0.4346
25 C -0.5370
26 H 0.1678
27 H 0.2124
28 H 0.2261
29 H 0.2365
30 H 0.2082
31 H 0.2776
32 O -0.5998
33 C 0.7938
34 O -0.4797
35 C -0.0720
36 C -0.4314
37 C -0.5289
38 H 0.1790
39 H 0.2122
40 H 0.2327
41 H 0.2217
42 H 0.2237
43 H 0.2526
44 O -0.5525
45 C 0.7906
46 O -0.5117
47 C -0.0721
48 C -0.4275
49 C -0.5303
50 H 0.1862
51 H 0.1946
52 H 0.2294
53 H 0.2067
54 H 0.2452
55 H 0.2474